# C4H15NO2

A 3-piece molecular cluster, C4H15NO2 overall (the ωB97M-V functional and the def2-TZVPD basis, OMol25).

```
22
C4H15NO2 (the ωB97M-V functional and the def2-TZVPD basis)
C 2.23587 -0.16152 0.57469
N 0.75390 -0.36563 0.48440
C -1.48578 0.51717 0.25719
C 0.02601 0.88232 0.25953
C 0.26718 1.56745 -1.08492
H 2.44405 0.82548 0.14718
H 2.88055 -0.90399 0.13428
H 2.39082 0.03392 1.63987
H 0.56019 -1.00036 -0.27982
H -2.06775 1.03683 1.01351
H -1.51107 -0.57212 0.31759
H -1.98885 0.69593 -0.68808
H 0.26923 1.52623 1.10630
H -0.20918 1.08897 -1.93407
H 1.34028 1.61446 -1.29981
H -0.12768 2.58725 -1.12658
H -0.79060 -1.71667 2.26308
H 0.66418 -1.68599 2.20736
O -0.03312 -2.20740 2.58213
H -1.59033 -1.29419 -2.89592
H -2.40412 -1.01323 -1.70213
O -1.62377 -1.45491 -1.97577
```

SMILES   CNC(C)C.O.O
Spin multiplicity   1
E_LUMO   0.63 eV

=====

# C4H15NO2S

A 3-piece molecular cluster, C4H15NO2S overall (the ωB97M-V functional and the def2-TZVPD basis, OMol25).

```
23
C4H15NO2S (the ωB97M-V functional and the def2-TZVPD basis)
C 0.28312 -0.13207 -1.66783
C -0.63528 -0.51468 -0.47015
C -1.41962 0.67713 -0.00789
S -0.96924 1.55515 1.47286
C 0.63568 2.22487 1.12392
N -0.26419 0.39493 -2.88482
H 1.13626 0.42787 -1.25093
H 0.84047 -1.04744 -1.98301
H -1.33039 -1.30956 -0.66006
H 0.04215 -0.94298 0.24600
H -1.64856 1.31736 -0.86487
H -2.44764 0.31325 0.09625
H 0.75885 2.97476 1.86867
H 0.83680 2.74902 0.11464
H 1.48840 1.53307 1.14876
H -1.15264 -0.01681 -3.11711
H -0.50391 1.38275 -2.87933
H -0.04791 -1.63811 3.01410
H -1.13116 -2.11565 2.01200
O -0.18988 -1.95515 2.11526
H 1.48499 -2.02145 1.54338
H 1.97097 -1.95746 0.05975
O 2.26273 -1.89881 0.97044
```

SMILES   CSCCCN.O.O
Spin multiplicity   1
E_LUMO   0.38 eV

=====

# C4H15NO3

A 3-piece molecular cluster, C4H15NO3 overall (the ωB97M-V functional and the def2-TZVPD basis, OMol25).

```
23
C4H15NO3 (the ωB97M-V functional and the def2-TZVPD basis)
C -1.26819 0.70481 -1.40604
N -0.79676 -0.23497 -0.36628
C 0.74839 -0.52080 1.46490
C -0.12984 0.45187 0.76165
C -1.07013 1.34789 1.56645
O -0.55272 2.66249 1.76063
H -0.46331 1.38661 -1.72722
H -2.11374 1.36318 -1.17599
H -1.68981 -0.01155 -2.11441
H -1.49111 -0.89259 -0.03940
H 0.57302 -1.58853 1.32399
H 0.89220 -0.39406 2.53724
H 1.80066 -0.51077 1.18237
H 0.51155 1.23102 0.31431
H -2.07733 1.46410 1.14023
H -1.24587 1.07530 2.63047
H 0.12005 3.00535 1.15423
H 1.54399 -2.82205 -1.22433
H 0.13589 -3.57177 -1.04771
O 1.10294 -3.66727 -1.13892
H 1.04739 -0.15308 -1.92180
H 2.49836 0.20689 -1.72979
O 1.92437 -0.53207 -1.94459
```

SMILES   CN[C@H](C)CO.O.O
Spin multiplicity   1
E_LUMO   0.51 eV

=====

no.,E (eV)
1,-9975.58891
2,-20810.72995
3,-12022.53058